Run w
The molecule C3H6N4, computed with wB97M-V/def2-TZVPD.

Summary:
SMILES string: NN1N=C[C@H]2CN21
Multiplicity: 1
E_HOMO: -8.14 eV
Total charge: 0
Orbital gap: 9.214 eV
LUMO: 0.03939 hartree

Last column: natural (NBO) charge in e.
Geometry (Å):
C1 0.487 1.531 0.144  -0.056
C2 0.936 -0.799 0.662  -0.249
C3 1.161 0.347 -0.325  -0.175
N1 -0.765 1.380 0.380  -0.214
N2 -0.107 -0.694 -0.314  -0.246
N3 -1.071 0.094 0.279  -0.005
N4 -2.361 -0.176 -0.051  -0.632
H1 0.968 2.481 0.161  0.209
H2 1.559 -1.602 0.568  0.202
H3 0.495 -0.592 1.614  0.209
H4 1.943 0.371 -1.165  0.238
H5 -2.639 0.175 -0.976  0.349
H6 -2.453 -1.167 0.145  0.371

***

Run x
The molecule C3H6N4, computed with wB97M-V/def2-TZVPD.

Summary:
Multiplicity: 1
E_HOMO (alpha / beta): -8.08 / -7.81 eV
Total charge: 0
Orbital gap (alpha / beta): 7.322 / 7.746 eV
LUMO (alpha / beta): -0.02802 / -0.00242 hartree

Last column: natural (NBO) charge in e.
Geometry (Å):
C1 -0.692 -2.600 -0.156  0.037
C2 0.244 -0.100 -0.097  0.342
C3 -0.037 2.235 -0.614  -0.411
N1 -1.264 -1.870 -1.005  -0.293
N2 0.093 -2.270 0.893  -0.319
N3 0.566 -0.999 0.820  -0.410
N4 0.300 1.181 0.241  -0.597
H1 -0.762 -3.688 -0.017  0.215
H2 -1.110 2.522 -0.710  0.208
H3 0.474 3.240 -0.178  0.201
H4 0.274 2.000 -1.711  0.231
H5 1.513 -1.044 1.286  0.411
H6 0.402 1.392 1.248  0.384

***

Run y
A structure of composition C3H6N4, computed with wB97M-V/def2-TZVPD.

Summary:
Multiplicity: 1
E_HOMO: -9.38 eV
Total charge: 0
Orbital gap: 9.172 eV
LUMO: -0.00760 hartree

Last column: natural (NBO) charge in e.
Geometry (Å):
C1 0.424 -1.561 -0.031  0.260
C2 -0.475 0.336 -1.337  0.314
C3 0.120 1.617 0.533  0.253
H1 2.167 -1.904 0.513  0.339
H2 0.064 -2.455 0.495  0.179
H3 -1.717 -1.414 -0.832  0.408
H4 -1.142 0.497 -2.258  0.178
H5 1.126 2.067 0.824  0.179
H6 -0.756 1.891 2.319  0.347
N1 1.676 -1.100 0.078  -0.705
N2 -0.430 -0.938 -0.859  -0.615
N3 -0.157 1.421 -0.784  -0.435
N4 -0.901 1.543 1.338  -0.702

***

Run z
The molecule C3H6N4, computed with wB97M-V/def2-TZVPD.

Summary:
SMILES string: C#C/C(=N/N)NN
Multiplicity: 1
E_HOMO: -8.22 eV
Total charge: 0
Orbital gap: 8.529 eV
LUMO: 0.01152 hartree

Last column: natural (NBO) charge in e.
Geometry (Å):
C1 -0.154 -0.373 0.061  0.321
C2 -1.606 -0.926 0.070  -0.039
C3 -2.828 -1.037 -0.072  -0.199
H1 -0.486 2.153 1.316  0.349
H2 0.118 2.984 -0.214  0.366
H3 1.535 0.795 -0.107  0.431
H4 1.980 -0.775 -1.294  0.354
H5 2.509 -1.927 0.165  0.411
H6 -3.684 -1.638 -0.337  0.242
N1 -0.538 2.058 0.173  -0.634
N2 0.298 0.856 -0.262  -0.502
N3 0.755 -1.256 0.566  -0.333
N4 2.100 -0.914 -0.063  -0.767

***

Going by the energies, run y is most stable and the next is 0.0382 hartree up.

***

Run w
A cluster of 2 separate species, C3H6N4 in total, computed with wB97M-V/def2-TZVPD.

Summary:
Multiplicity: 1
E_HOMO (alpha / beta): -8.15 / -7.87 eV
Total charge: 0
Orbital gap (alpha / beta): 8.810 / 8.176 eV
LUMO (alpha / beta): 0.02414 / 0.01138 hartree

Last column: natural (NBO) charge in e.
Geometry (Å):
C1 1.682 0.448 -1.340  -0.098
C2 2.284 0.231 -0.159  -0.142
C3 0.128 -0.305 -0.050  0.360
N1 0.319 0.139 -1.268  -0.561
N2 1.298 -0.327 0.665  -0.600
N3 -2.641 0.177 0.699  -0.549
N4 -1.905 -0.872 0.864  -0.343
H1 2.033 0.816 -2.313  0.208
H2 3.297 0.282 -0.053  0.211
H3 1.343 -0.363 1.715  0.420
H4 -2.293 1.050 1.203  0.377
H5 -3.261 0.357 -0.123  0.367
H6 -2.284 -1.632 0.160  0.348

***

Run x
The molecule C3H6N4, computed with wB97M-V/def2-TZVPD.

Summary:
SMILES string: [H]/N=C1/NN=C[C@@H]1N
Multiplicity: 1
E_HOMO: -9.50 eV
Total charge: 0
Orbital gap: 9.714 eV
LUMO: 0.00783 hartree

Last column: natural (NBO) charge in e.
Geometry (Å):
C1 -0.552 -0.381 0.413  -0.214
C2 0.418 -1.398 -0.088  0.027
C3 0.116 0.825 0.013  0.389
H1 -1.968 -0.881 -1.248  0.370
H2 -2.539 0.164 0.170  0.351
H3 -0.623 -0.348 1.544  0.247
H4 0.300 -2.423 -0.259  0.217
H5 2.155 1.195 -0.695  0.412
H6 -1.453 1.734 0.225  0.320
N1 -2.054 -0.782 -0.118  -0.810
N2 1.604 -0.868 -0.071  -0.206
N3 1.571 0.584 0.089  -0.474
N4 -0.517 1.963 -0.151  -0.629

***

Run y
The molecule C3H6N4, computed with wB97M-V/def2-TZVPD.

Summary:
Multiplicity: 1
E_HOMO: -8.98 eV
Total charge: 0
Orbital gap: 9.956 eV
LUMO: 0.03601 hartree

Last column: natural (NBO) charge in e.
Geometry (Å):
C1 -0.371 1.304 0.177  -0.272
C2 -0.131 -0.157 -0.225  0.198
C3 0.910 -0.522 -1.236  -0.601
N1 -1.146 -1.039 0.005  -0.372
N2 -1.526 -1.139 1.154  0.275
N3 -1.851 -1.120 2.230  -0.040
N4 0.296 0.338 1.081  -0.614
H1 0.225 2.116 -0.293  0.202
H2 -1.423 1.688 0.499  0.214
H3 1.545 0.309 -1.169  0.207
H4 0.566 -0.591 -2.214  0.226
H5 1.521 -1.560 -1.059  0.217
H6 1.385 0.371 1.049  0.360

***

Going by the energies, run x is most stable and the next is 0.0156 hartree up.

***

Run w
The molecule C4H6N2OS, computed with wB97M-V/def2-TZVPD.

Summary:
SMILES string: N/C=C/C(=S)/C=N\O
Multiplicity: 1
E_HOMO: -8.28 eV
Total charge: 0
Orbital gap: 8.089 eV
LUMO: -0.00697 hartree

Last column: natural (NBO) charge in e.
Geometry (Å):
C1 1.056 -0.213 0.400  0.119
C2 0.736 0.512 -0.668  -0.393
C3 -0.600 1.057 -0.899  -0.142
C4 -1.629 0.868 0.129  -0.029
H1 2.443 -1.256 1.493  0.405
H2 3.040 -0.591 -0.043  0.403
H3 0.282 -0.338 1.163  0.213
H4 1.485 0.554 -1.452  0.212
H5 -1.895 1.756 0.767  0.223
H6 -2.246 -2.055 0.211  0.479
N1 2.282 -0.701 0.642  -0.775
N2 -2.242 -0.198 0.516  -0.119
O1 -1.662 -1.344 -0.053  -0.586
S1 -1.051 1.948 -2.205  -0.010

***

Run x
The molecule C4H6N2OS, computed with wB97M-V/def2-TZVPD.

Summary:
SMILES string: C#C[C@@H](S)C(=O)NN
Multiplicity: 1
E_HOMO: -8.99 eV
Total charge: 0
Orbital gap: 8.906 eV
LUMO: -0.00291 hartree

Last column: natural (NBO) charge in e.
Geometry (Å):
C1 -0.640 1.078 -0.322  0.668
C2 -0.840 -0.471 -0.713  -0.590
C3 0.550 -1.108 -0.842  0.088
C4 1.876 -1.148 -0.783  -0.279
H1 0.177 0.033 1.848  0.354
H2 1.509 -0.282 0.566  0.366
H3 0.682 2.364 0.559  0.407
H4 -1.506 -0.643 -1.554  0.291
H5 -3.163 -0.788 0.272  0.178
H6 2.764 -1.692 -0.715  0.257
N1 1.149 0.447 1.417  -0.668
N2 0.355 1.390 0.527  -0.511
O1 -1.229 1.960 -0.838  -0.590
S1 -1.684 -1.141 0.579  0.030

***

Run y
A structure of composition C4H6N2OS, computed with wB97M-V/def2-TZVPD.

Summary:
Multiplicity: 1
E_HOMO: -8.60 eV
Total charge: 0
Orbital gap: 8.728 eV
LUMO: 0.00459 hartree

Last column: natural (NBO) charge in e.
Geometry (Å):
C1 -2.373 -0.880 0.285  0.514
C2 -0.016 -0.017 0.098  -0.139
C3 0.954 1.236 0.026  -0.178
C4 1.242 -0.727 -0.122  0.025
H1 -2.233 -1.172 1.349  0.171
H2 -1.551 0.487 -1.647  0.446
H3 -0.061 -0.225 1.162  0.228
H4 1.433 1.662 1.183  0.162
H5 0.752 2.128 -0.687  0.206
H6 2.996 0.539 -0.524  0.428
N1 -1.314 -0.172 -0.480  -0.644
N2 1.970 0.369 -0.220  -0.586
O1 -3.518 -1.041 -0.279  -0.579
S1 1.717 -2.187 -0.143  -0.053

***

Run z
The molecule C4H6N2OS, computed with wB97M-V/def2-TZVPD.

Summary:
SMILES string: N/N=C1/SC[C@@H]2O[C@@H]12
Multiplicity: 1
E_HOMO: -8.61 eV
Total charge: 0
Orbital gap: 9.251 eV
LUMO: 0.02357 hartree

Last column: natural (NBO) charge in e.
Geometry (Å):
C1 -0.644 -0.555 0.222  0.204
C2 2.055 -0.288 0.011  -0.633
C3 1.030 0.720 -0.347  0.091
C4 0.040 0.736 0.729  -0.113
H1 -3.573 -0.778 -0.305  0.367
H2 -2.627 0.639 -0.415  0.361
H3 2.844 -0.296 -0.999  0.223
H4 2.914 -0.197 0.786  0.258
H5 0.384 0.301 -1.271  0.181
H6 0.687 0.986 1.562  0.235
N1 -2.810 -0.311 0.011  -0.642
N2 -1.710 -1.114 0.014  -0.267
O1 0.345 1.872 -0.072  -0.425
S1 1.066 -1.718 0.074  0.160

***

Going by the energies, run w is most stable and the next is 0.0838 hartree up.

***

Run w
The molecule C4H6N2OS, computed with wB97M-V/def2-TZVPD.

Summary:
SMILES string: O=CN1C[C@@H]1/C=N/S
Multiplicity: 1
E_HOMO: -9.01 eV
Total charge: 0
Orbital gap: 9.635 eV
LUMO: 0.02290 hartree

Last column: natural (NBO) charge in e.
Geometry (Å):
C1 -0.117 -0.686 0.007  0.116
C2 0.175 0.631 0.475  -0.139
C3 1.070 0.833 1.677  -0.228
C4 1.747 2.195 -0.135  0.513
H1 -2.994 -2.400 -0.857  0.116
H2 0.734 -1.513 0.419  0.139
H3 -0.519 1.400 0.313  0.263
H4 1.459 -0.121 2.205  0.208
H5 0.738 1.595 2.430  0.232
H6 2.720 2.873 0.094  0.169
N1 -1.264 -0.986 -0.438  -0.546
N2 1.569 0.970 0.331  -0.443
O1 0.707 2.755 -0.681  -0.597
S1 -1.698 -2.600 -0.660  0.197

***

Run x
A cluster of 3 separate species, C4H6N2OS in total, computed with wB97M-V/def2-TZVPD.

Summary:
Multiplicity: 1
E_HOMO: -8.59 eV
Total charge: 0
Orbital gap: 7.409 eV
LUMO: -0.04332 hartree

Last column: natural (NBO) charge in e.
Geometry (Å):
C1 0.232 -1.096 3.443  -0.466
C2 0.420 -0.206 2.281  -0.096
C3 -0.140 -0.339 -0.219  0.295
C4 -0.143 1.626 -1.566  0.525
H1 -0.519 -2.466 4.013  0.290
H2 0.815 -0.397 4.202  0.213
H3 1.072 1.231 2.299  0.289
H4 -0.812 -1.910 0.976  0.474
H5 0.788 1.507 0.162  0.417
H6 -0.927 1.261 -2.282  0.189
N1 -0.283 -0.832 1.054  -0.668
N2 0.169 1.027 -0.394  -0.645
O1 0.326 2.779 -1.633  -0.592
S1 -0.277 -1.421 -1.535  -0.224

***

Run y
The molecule C4H6N2OS, computed with wB97M-V/def2-TZVPD.

Summary:
SMILES string: O=C1N[C@@H]2[C@@H](S)[C@@H]2N1
Multiplicity: 1
E_HOMO: -9.31 eV
Total charge: 0
Orbital gap: 9.950 eV
LUMO: 0.02367 hartree

Last column: natural (NBO) charge in e.
Geometry (Å):
C1 0.631 -0.943 0.383  -0.420
C2 0.346 0.517 0.613  -0.043
C3 -0.582 0.953 -1.426  0.743
C4 -0.897 -0.499 0.505  -0.081
H1 2.287 -1.212 2.166  0.120
H2 0.859 -1.188 -0.734  0.249
H3 0.721 0.888 1.654  0.239
H4 1.022 1.959 -0.905  0.429
H5 -2.054 -0.670 -1.288  0.426
H6 -1.815 -0.954 1.031  0.259
N1 0.245 1.416 -0.453  -0.638
N2 -1.206 -0.052 -0.895  -0.625
O1 -0.628 1.480 -2.581  -0.675
S1 1.071 -1.694 1.931  0.018

***

Going by the energies, run y is most stable and the next is 0.0562 hartree up.

***

Run w
A cluster of 2 separate species, C4H6N2OS in total, computed with wB97M-V/def2-TZVPD.

Summary:
Multiplicity: 1
E_HOMO: -7.48 eV
Total charge: 0
Orbital gap: 5.300 eV
LUMO: -0.08010 hartree

Last column: natural (NBO) charge in e.
Geometry (Å):
C1 -1.260 1.310 -0.063  -0.671
C2 -0.311 0.238 -0.106  0.015
C3 1.834 -0.339 0.094  0.304
C4 -0.292 -1.091 0.067  0.381
H1 -1.211 1.986 -0.800  0.232
H2 -1.011 2.158 0.650  0.231
H3 -2.336 0.948 -0.212  0.244
H4 1.294 1.686 -0.289  0.446
H5 1.398 -2.417 -0.163  0.456
H6 -2.288 -1.405 1.016  0.418
N1 1.037 0.661 0.070  -0.531
N2 0.957 -1.467 0.124  -0.576
O1 -1.406 -1.946 -0.283  -0.577
S1 3.594 -0.323 -0.104  -0.372

***

Run x
The molecule C4H6N2OS, computed with wB97M-V/def2-TZVPD.

Summary:
SMILES string: Cn1ccn(S)c1=O
Multiplicity: 1
E_HOMO: -7.97 eV
Total charge: 0
Orbital gap: 8.799 eV
LUMO: 0.03037 hartree

Last column: natural (NBO) charge in e.
Geometry (Å):
C1 2.754 -0.497 -0.001  -0.412
C2 1.151 1.470 0.001  -0.081
C3 -0.191 1.621 -0.004  -0.088
C4 0.276 -0.615 0.000  0.729
H1 2.602 -1.579 -0.009  0.246
H2 3.296 -0.237 -0.913  0.205
H3 3.303 -0.231 0.921  0.205
H4 1.911 2.232 0.001  0.225
H5 -0.801 2.498 0.005  0.230
H6 -2.072 -1.406 -0.006  0.173
N1 1.443 0.114 0.004  -0.398
N2 -0.727 0.334 -0.006  -0.534
O1 0.128 -1.836 0.000  -0.677
S1 -2.389 -0.101 0.002  0.178

***

Going by the energies, run x is most stable and the next is 0.1922 hartree up.

***

Run w
The molecule C4H6N2OS, computed with wB97M-V/def2-TZVPD.

Summary:
SMILES string: CC1=NSN[C@H]2O[C@@H]12
Multiplicity: 1
E_HOMO: -8.43 eV
Total charge: 0
Orbital gap: 9.106 eV
LUMO: 0.02490 hartree

Last column: natural (NBO) charge in e.
Geometry (Å):
C1 -0.114 0.458 -0.336  0.201
C2 0.547 -0.840 0.083  -0.011
C3 -0.045 -2.051 -0.992  0.230
C4 0.059 1.715 0.495  -0.653
N1 -0.994 0.606 -1.253  -0.638
N2 -0.606 -1.871 -2.184  -0.789
O1 1.241 -1.669 -0.743  -0.482
S1 -1.517 -0.345 -2.408  0.684
H1 0.749 -1.223 1.146  0.210
H2 -0.442 -2.667 -0.178  0.180
H3 0.805 1.686 1.328  0.217
H4 -0.967 2.128 0.898  0.234
H5 0.552 2.388 -0.184  0.232
H6 0.111 -1.985 -2.867  0.386

***

Run x
A structure of composition C4H6N2OS, computed with wB97M-V/def2-TZVPD.

Summary:
Multiplicity: 1
E_HOMO: -8.93 eV
Total charge: 0
Orbital gap: 9.570 eV
LUMO: 0.02339 hartree

Last column: natural (NBO) charge in e.
Geometry (Å):
C1 0.992 -1.778 -0.027  -0.087
C2 -0.160 -1.918 -0.702  -0.101
C3 0.080 0.105 -0.125  0.306
C4 -0.112 1.615 0.111  -0.009
N1 1.143 -0.487 0.318  -0.516
N2 -0.788 -0.720 -0.790  -0.520
O1 0.876 2.063 0.929  -0.730
S1 -1.791 2.071 0.619  -0.018
H1 1.850 -2.593 0.214  0.222
H2 -0.676 -2.744 -1.187  0.215
H3 0.243 1.958 -1.196  0.160
H4 -1.673 -0.525 -1.192  0.434
H5 1.385 1.151 1.200  0.513
H6 -1.370 1.802 1.828  0.133

***

Run y
The molecule C4H6N2OS, computed with wB97M-V/def2-TZVPD.

Summary:
Multiplicity: 1
E_HOMO (alpha / beta): -7.31 / -7.31 eV
Total charge: 0
Orbital gap (alpha / beta): 7.662 / 7.663 eV
LUMO (alpha / beta): 0.01284 / 0.01286 hartree

Last column: natural (NBO) charge in e.
Geometry (Å):
C1 -1.027 -1.965 0.002  0.150
C2 0.882 -0.633 0.299  0.315
C3 -1.595 0.273 0.113  -0.025
C4 1.871 0.297 -0.384  -0.322
N1 0.228 -1.618 -0.028  -0.387
N2 1.955 1.651 0.264  -0.847
O1 -1.916 -0.971 0.186  -0.467
S1 -2.866 1.399 0.040  0.092
H1 -1.475 -2.863 -0.343  0.196
H2 2.732 -0.317 -0.539  0.242
H3 1.503 0.333 -1.421  0.200
H4 1.035 1.936 0.715  0.384
H5 -4.010 0.647 0.121  0.097
H6 2.683 1.830 0.974  0.373

***

Going by the energies, run x is most stable and the next is 0.0800 hartree up.